Entry 1:
ORCA calculation (ωB97M-V with the def2-TZVPD basis set) on a single C3H6OS molecule in a non-equilibrium geometry.

The geometry in XYZ format:
```
11
Properties=species:S:1:pos:R:3
C -2.0008 0.1208 0.0933
C -0.5546 0.6616 0.1495
C 0.5232 -0.0592 -0.0223
S 2.4603 0.5685 -0.3084
O 3.1691 -0.7798 0.3026
H -2.1775 -0.2533 1.0789
H -2.7612 1.0056 -0.2793
H -2.1319 -0.7151 -0.6655
H -0.5724 1.7823 0.1653
H 0.5424 -1.1797 -0.0629
H 3.5034 -1.1516 -0.4511
```

**Structure (SMILES)**: C/C=C/SO
**Total charge**: 0
**Spin multiplicity**: 1
**E_LUMO**: 0.0218 hartree
**DFT total energy**: -16088.328 eV
**Energy relative to the best compared isomer or geometry (same formula, charge and spin)**: 256.9 kJ/mol
**E_HOMO**: -8.64 eV

Löwdin population analysis, charges in e, atoms 1 to 8: -0.12, -0.28, -0.29, 0.79, -0.49, 0.04, 0.12, 0.08

---

Entry 2:
ORCA calculation (ωB97M-V with the def2-TZVPD basis set) on a single C3H6OS molecule in a non-equilibrium geometry.

The geometry in XYZ format:
```
11
Properties=species:S:1:pos:R:3
C -0.3071 1.0527 -1.7220
C -0.9215 1.1184 -0.3201
S 0.2311 0.4107 0.8066
C 0.1380 -1.2199 0.2074
O 0.8720 -2.0779 0.6792
H -1.0016 1.5859 -2.3991
H -0.2971 0.0298 -2.0726
H 0.6774 1.5236 -1.8339
H -1.7834 0.4373 -0.3525
H -1.2390 2.1077 -0.0197
H -0.4855 -1.3399 -0.6525
```

**Structure (SMILES)**: CCSC=O
**Total charge**: 0
**Spin multiplicity**: 1
**E_LUMO**: 0.0270 hartree
**DFT total energy**: -16090.412 eV
**Energy relative to the best compared isomer or geometry (same formula, charge and spin)**: 55.8 kJ/mol
**E_HOMO**: -9.48 eV

Löwdin population analysis, charges in e, atoms 1 to 8: -0.18, -0.57, 0.96, -0.59, -0.05, 0.08, 0.05, 0.08

---

Copy entry 1 word for word.
ORCA calculation (ωB97M-V with the def2-TZVPD basis set) on a single C3H6OS molecule in a non-equilibrium geometry.

The geometry in XYZ format:
```
11
Properties=species:S:1:pos:R:3
C -2.0008 0.1208 0.0933
C -0.5546 0.6616 0.1495
C 0.5232 -0.0592 -0.0223
S 2.4603 0.5685 -0.3084
O 3.1691 -0.7798 0.3026
H -2.1775 -0.2533 1.0789
H -2.7612 1.0056 -0.2793
H -2.1319 -0.7151 -0.6655
H -0.5724 1.7823 0.1653
H 0.5424 -1.1797 -0.0629
H 3.5034 -1.1516 -0.4511
```

**Structure (SMILES)**: C/C=C/SO
**Total charge**: 0
**Spin multiplicity**: 1
**E_LUMO**: 0.0218 hartree
**DFT total energy**: -16088.328 eV
**Energy relative to the best compared isomer or geometry (same formula, charge and spin)**: 256.9 kJ/mol
**E_HOMO**: -8.64 eV

Löwdin population analysis, charges in e, atoms 1 to 8: -0.12, -0.28, -0.29, 0.79, -0.49, 0.04, 0.12, 0.08